A 7-piece molecular cluster, C19H39NO20 overall at a distorted geometry. Source: the Open Molecules 2025 dataset; level of theory: the ωB97M-V functional and the def2-TZVPD basis.

Properties
DFT total energy   -2306.856541 hartree
Energy relative to the best compared isomer or geometry (same formula, charge and spin)   0.0 kcal/mol
Strongest force on any atom   1.478 eV/A
Orbital gap   11.256 eV
SMILES   C[N+](=O)[O-].COC(=O)OC.COC(=O)OC.COC(=O)OC.COC(=O)OC.COC(=O)OC.COC(=O)OC

Each line ends with the Mulliken charge.
Element x y z (Å)
C1 0.8861 4.3787 0.2871  -0.6844
N1 0.1599 4.0305 -0.9574  1.0794
O1 0.8118 3.8005 -1.9530  -0.5667
O2 -1.0548 3.9878 -0.9072  -0.5645
H1 1.7709 4.9458 0.0138  0.2971
H2 1.2098 3.4405 0.7258  0.1986
H3 0.2290 4.9354 0.9400  0.2767
C2 -3.2272 -0.9374 -6.6969  -0.5864
O3 -3.7255 0.2436 -6.0894  -0.3789
C3 -3.1907 0.5641 -4.9189  0.8509
O4 -2.3882 -0.0912 -4.2995  -0.5174
O5 -3.6938 1.7208 -4.5261  -0.3612
C4 -3.2718 2.1754 -3.2505  -0.4564
H4 -3.9641 -1.2771 -7.4151  0.2586
H5 -3.0243 -1.6879 -5.9350  0.3096
H6 -2.2996 -0.7179 -7.2303  0.1809
H7 -3.4917 1.4150 -2.4931  0.2892
H8 -3.8420 3.0614 -3.0008  0.2496
H9 -2.1997 2.3595 -3.2240  0.1585
C5 5.8976 4.8577 2.0730  -0.6946
O6 4.6024 4.2545 1.9841  -0.3032
C6 4.5909 2.9257 2.0848  0.7243
O7 5.5315 2.2310 2.3427  -0.5491
O8 3.3400 2.5168 1.8974  -0.1740
C7 3.0914 1.1340 2.1035  -0.5019
H10 6.2279 4.9980 3.0983  0.2869
H11 5.8137 5.8130 1.5586  0.2353
H12 6.6310 4.2645 1.5280  0.3314
H13 2.0560 0.9901 1.8136  -0.0150
H14 3.3092 0.7354 3.0918  0.3379
H15 3.6938 0.5506 1.3985  0.3168
C8 0.1836 -3.5182 0.3728  -0.3983
O9 -0.6048 -4.0333 1.4255  -0.3173
C9 0.0479 -4.3493 2.5454  0.8128
O10 1.2293 -4.2272 2.7207  -0.5844
O11 -0.8216 -4.8265 3.4114  -0.3125
C10 -0.3246 -5.0810 4.7448  -0.5836
H16 1.1005 -4.0634 0.1595  0.3550
H17 0.5007 -2.4985 0.6284  0.0027
H18 -0.4433 -3.4167 -0.5065  0.2650
H19 -1.1937 -4.9354 5.3759  0.1088
H20 0.4647 -4.3694 4.9777  0.3258
H21 0.0456 -6.1029 4.7471  0.3226
C11 -1.7878 -1.7816 6.2241  -0.6930
O12 -2.7347 -2.7788 5.8794  -0.1296
C12 -3.8502 -2.8675 6.5821  0.6932
O13 -4.1661 -2.1737 7.5126  -0.5598
O14 -4.5726 -3.8683 6.0890  -0.2970
C13 -5.8299 -4.0573 6.7106  -0.6689
H22 -1.3491 -1.9728 7.2059  0.3306
H23 -2.3150 -0.8292 6.3108  0.3506
H24 -1.0029 -1.7578 5.4792  0.1616
H25 -6.2607 -4.9521 6.2749  0.2239
H26 -6.5019 -3.2186 6.5107  0.2955
H27 -5.7405 -4.1404 7.7925  0.3014
C14 0.3933 0.7151 -2.5114  -0.2173
O15 -0.4123 -0.0221 -1.5900  -0.2011
C15 -0.3377 0.3336 -0.3370  0.7107
O16 0.4034 1.1671 0.1309  -0.4430
O17 -1.2150 -0.3836 0.3643  -0.3368
C16 -1.1941 -0.1891 1.7582  -0.6088
H28 1.4562 0.5933 -2.3025  0.3489
H29 0.1255 1.7646 -2.4134  -0.1527
H30 0.1736 0.3783 -3.5165  0.1042
H31 -2.0528 -0.6798 2.2098  0.2125
H32 -1.2393 0.8633 2.0422  0.3178
H33 -0.2897 -0.6216 2.1979  0.2184
C17 1.1245 -0.9409 -6.5108  -0.6043
O18 1.3296 0.2996 -5.8494  -0.2249
C18 2.5200 0.8887 -5.9137  0.7925
O19 3.4848 0.4761 -6.4861  -0.5742
O20 2.4385 2.0184 -5.2173  -0.2558
C19 3.6440 2.6842 -4.8808  -0.7223
H34 1.1059 -1.7221 -5.7463  0.2749
H35 1.9579 -1.1981 -7.1622  0.3951
H36 0.1777 -0.8915 -7.0326  0.0648
H37 3.8646 2.5358 -3.8287  0.2355
H38 3.5013 3.7406 -5.1155  0.2613
H39 4.4872 2.3910 -5.5071  0.3717

Cartesian forces (eV/Å) of the 2 atoms listed first:
C 0.4 0.0 -0.1
N -0.3 0.2 0.0

A 2-piece molecular cluster, C3H8N2O4 overall at a distorted geometry. Source: the Open Molecules 2025 dataset; level of theory: the ωB97M-V functional and the def2-TZVPD basis.

Properties
DFT total energy   -529.538956 hartree
Energy relative to the best compared isomer or geometry (same formula, charge and spin)   65.8 kcal/mol
Strongest force on any atom   4.253 eV/A
Orbital gap   10.141 eV
SMILES   [H]/N=C(/N)OC.O=C(O)O

Each line ends with the natural charge from an NBO analysis.
Element x y z (Å)
H1 1.7731 -1.1855 1.1694  0.3673
N1 2.1009 -0.5744 0.4272  -0.7662
C1 1.1807 0.1081 -0.0983  0.7615
N2 1.3859 1.1003 -1.0625  -0.8898
O1 -0.2348 -0.5292 -0.6207  -0.6424
C2 -0.5079 -1.8395 -0.1582  -0.2640
H2 2.3453 1.4274 -1.0292  0.4007
H3 1.1809 0.7401 -1.9873  0.4022
H4 -1.2721 -2.2850 -0.8011  0.1928
H5 -0.8767 -1.8226 0.8738  0.1749
H6 0.3852 -2.4707 -0.2148  0.1818
O2 0.1118 0.9227 1.3636  -0.6479
C3 -1.0100 1.0303 0.7905  1.0434
O3 -1.2470 1.9133 -0.1711  -0.6970
O4 -2.1201 0.5434 1.3250  -0.6469
H7 -0.3485 2.1139 -0.5428  0.5291
H8 -2.8466 0.8072 0.7365  0.5005

Cartesian forces (eV/Å) of the 2 atoms listed first:
H 0.0 -0.2 -0.2
N -0.8 1.0 0.5

C17H30BBr2Cl2F3N2O9 as an isolated structure at a distorted geometry. Source: the Open Molecules 2025 dataset; level of theory: the ωB97M-V functional and the def2-TZVPD basis.

Properties
DFT total energy   -7845.100078 hartree
Strongest force on any atom   2.453 eV/A
Orbital gap   8.093 eV

Each line ends with the natural charge from an NBO analysis.
Element x y z (Å)
C1 0.2808 3.6002 -3.0848  -0.6457
C2 0.5085 2.1228 -3.2915  -0.2312
Br1 0.9535 1.9090 -5.2040  -0.0239
C3 -0.6736 1.1987 -3.0225  -0.3216
Br2 -2.3780 1.8052 -3.7114  0.1242
C4 -0.8597 0.7792 -1.5632  0.0503
C5 -1.2537 1.9362 -0.6910  -0.2765
N1 -1.7110 1.3729 0.6356  -0.3380
C6 -3.2046 1.3870 0.6591  -0.3688
C7 -3.6710 2.7387 1.1726  0.4752
O1 -3.6371 3.0914 2.3400  -0.4874
Cl1 -4.2168 3.7311 -0.1195  0.0841
C8 -1.1138 0.0223 0.9443  -0.4066
B1 -1.1709 -0.2067 2.5304  1.1091
O2 -0.6786 0.7128 3.3847  -0.8776
O3 -1.7109 -1.3435 3.0460  -0.8650
C9 0.2819 -0.2080 0.2954  0.3157
C10 0.4690 -1.7294 0.1637  -0.4297
C11 1.0418 -2.4954 1.3470  -0.4228
C12 1.3617 -3.9293 0.9236  -0.3797
C13 2.2442 -4.6708 1.9149  -0.4174
C14 3.6277 -4.0637 2.1115  -0.2232
N2 3.8800 -3.7678 3.5480  -0.8218
C15 1.3695 0.5285 1.0812  -0.4558
C16 2.5600 1.0844 0.3077  0.0297
O4 2.2166 2.2513 -0.4021  -0.7081
C17 3.3537 0.1257 -0.5811  0.9545
F1 2.9461 0.1047 -1.8596  -0.3021
F2 3.3725 -1.1264 -0.0901  -0.3260
F3 4.6536 0.5650 -0.5940  -0.3372
O5 0.3510 0.2954 -1.0531  -0.5483
H1 -0.0398 3.8581 -2.0844  0.1983
H2 -0.4383 3.9451 -3.8109  0.2413
H3 1.1918 4.1467 -3.2852  0.2256
H4 1.3745 1.7397 -2.7783  0.2445
H5 -0.4669 0.2770 -3.5443  0.2425
H6 -1.6339 0.0180 -1.6178  0.2051
H7 -1.9872 2.6009 -1.1209  0.2743
H8 -0.3595 2.5092 -0.4870  0.2406
H9 -1.3978 2.0275 1.3528  0.4429
H10 -3.6451 0.5686 1.2116  0.2485
H11 -3.5551 1.3043 -0.3656  0.3179
H12 -1.7776 -0.7051 0.4980  0.2357
H13 -0.7034 0.3511 4.2748  0.5146
H14 -2.1387 -1.8804 2.3808  0.5010
H15 1.1292 -1.8811 -0.6778  0.2438
H16 -0.4636 -2.2063 -0.1193  0.2055
H17 1.9589 -2.0745 1.7360  0.1993
H18 0.3422 -2.5781 2.1714  0.2027
H19 1.8805 -3.9076 -0.0315  0.1981
H20 0.4525 -4.5054 0.7869  0.2051
H21 1.7800 -4.7969 2.8865  0.2147
H22 2.3871 -5.6714 1.5231  0.2148
H23 3.7545 -3.1504 1.5314  0.1634
H24 4.4095 -4.7386 1.7971  0.1959
H25 4.8672 -3.5619 3.6315  0.3520
H26 3.4187 -2.8939 3.7704  0.3373
H27 1.7426 -0.0347 1.9229  0.2402
H28 0.9154 1.4123 1.5164  0.2227
H29 3.2768 1.3827 1.0649  0.2011
H30 2.9324 2.8796 -0.3231  0.4893
O6 -4.7185 1.3726 -4.0566  -0.8714
Cl2 -5.6896 1.5493 -3.0002  2.5567
O7 -5.9939 2.9533 -2.8486  -0.8628
O8 -5.1141 1.0608 -1.7519  -0.9359
O9 -6.8831 0.8078 -3.2911  -0.8336

Cartesian forces (eV/Å) of the 2 atoms listed first:
C 0.3 0.0 -0.2
C -0.3 0.0 -0.5

no.,HOMO (eV),lowest unoccupied orbital energy (Ha)
1,-10.81,0.01621
2,-9.55,0.02158
3,-8.83,-0.02696